(1)
Molecular formula: C29H52N10OTi
Method: DFT, ωB97M-V/def2-TZVPD

Lowest unoccupied orbital energy (spin up / spin down) ... -3.960 / -3.964 eV
Relative energy (zero: lowest compared OMol25 entry of this formula, charge and spin) ... 0.3152 eV
Charge ... +2
Gap between HOMO and LUMO (spin up / spin down) ... 0.265 / 0.351 Ha
Multiplicity ... 3
Highest occupied orbital energy (spin up / spin down) ... -11.18 / -13.51 eV

Last column: Löwdin spin population.
Element x y z (Å)
Ti  -0.0466  0.3367  -0.3928  1.729
C  5.0849  0.0536  -0.4615  0.000
N  4.1293  0.3435  -1.5231  0.000
C  4.5876  0.2113  -2.9067  0.000
C  3.3220  0.4617  -3.7186  0.001
N  2.2662  0.3105  -2.7220  0.003
C  0.9421  0.7593  -3.0992  0.013
C  2.7831  0.4058  -1.4483  0.002
N  1.9990  0.5190  -0.4044  0.014
C  2.5173  0.6752  0.9576  0.011
C  1.4511  1.3157  1.8468  0.009
N  0.1342  0.6828  1.6552  0.026
C  -0.7948  0.7565  2.5795  0.026
N  -2.0591  0.2026  2.3760  0.009
C  -2.1910  -1.1832  1.9278  0.009
C  -2.9320  0.5787  3.4971  0.001
C  -1.9651  1.0485  4.5681  0.001
N  -0.7847  1.3984  3.7764  0.014
C  0.3357  1.9907  4.4946  0.001
H  5.9552  -0.4112  -0.9203  0.000
H  4.6795  -0.6479  0.2622  0.000
H  5.4194  0.9562  0.0480  0.000
H  4.9889  -0.7912  -3.0714  0.000
H  5.3731  0.9347  -3.1198  0.000
H  3.1963  -0.2579  -4.5264  0.000
H  3.3008  1.4679  -4.1495  0.000
H  0.5337  0.1039  -3.8671  0.001
H  0.9624  1.7816  -3.4887  0.000
H  0.2839  0.7451  -2.2345  0.013
H  3.3949  1.3226  0.9988  0.001
H  2.7953  -0.2964  1.3769  0.000
H  1.3726  2.3752  1.5812  0.000
H  1.8140  1.2552  2.8686  0.001
H  -1.6412  -1.3503  1.0084  0.004
H  -3.2407  -1.3785  1.7238  0.000
H  -1.8393  -1.8906  2.6874  0.000
H  -3.5380  -0.2658  3.8171  0.000
H  -3.6005  1.3856  3.1909  0.000
H  -1.7174  0.2673  5.2935  0.000
H  -2.3318  1.9185  5.1089  0.000
H  -0.0575  2.4059  5.4192  0.000
H  0.7901  2.8062  3.9381  0.000
H  1.0950  1.2521  4.7582  0.001
C  0.9205  4.9138  -0.3976  0.000
C  -0.5343  5.0997  0.0296  0.000
C  -0.9735  3.6731  0.3356  0.002
O  -0.1135  2.8020  -0.4442  0.015
C  0.8486  3.6084  -1.1634  0.001
H  1.5714  4.8141  0.4731  0.000
H  1.2917  5.7294  -1.0146  0.000
H  -1.1209  5.5149  -0.7901  0.000
H  -0.6487  5.7507  0.8933  0.000
H  -2.0149  3.4950  0.0609  0.000
H  -0.8373  3.4177  1.3903  0.000
H  0.4864  3.7747  -2.1822  0.000
H  1.7874  3.0579  -1.1945  0.000
N  -2.1652  0.8942  -1.0164  0.027
C  -3.5127  0.3802  -1.1196  0.002
C  -4.4582  0.7012  -0.1571  0.000
C  -5.7475  0.1983  -0.2575  0.000
C  -6.0989  -0.6118  -1.3275  0.000
C  -5.1550  -0.9115  -2.2994  0.000
C  -3.8611  -0.4209  -2.1962  0.000
H  -2.1129  1.4823  -0.1875  0.005
H  -1.9747  1.4918  -1.8171  0.004
H  -4.1866  1.3500  0.6687  0.000
H  -6.4817  0.4557  0.4942  0.000
H  -7.1059  -0.9955  -1.4123  0.000
H  -5.4252  -1.5291  -3.1453  0.000
H  -3.1293  -0.6517  -2.9601  0.000
C  1.8933  -4.6042  1.3208  0.000
C  1.4285  -3.3628  2.0550  0.001
N  0.9090  -2.3955  1.0961  0.011
C  0.4300  -2.6793  -0.1378  0.007
N  -0.0587  -1.6761  -0.8633  0.015
C  -0.7069  -2.1188  -2.1029  0.006
C  0.1818  -3.1071  -2.8356  0.001
C  0.2988  -4.3385  -1.9626  0.000
N  0.4740  -3.9574  -0.5589  0.001
C  0.7823  -5.0351  0.3828  0.000
H  2.1250  -5.3960  2.0312  0.000
H  2.7946  -4.3880  0.7433  0.000
H  2.2514  -2.9014  2.6022  0.000
H  0.6548  -3.6300  2.7815  0.000
H  0.6665  -1.4713  1.4297  0.005
H  -0.9148  -1.2468  -2.7205  0.001
H  -1.6740  -2.5865  -1.8803  0.000
H  1.1645  -2.6505  -2.9841  0.000
H  -0.2234  -3.3801  -3.8094  0.000
H  1.1526  -4.9511  -2.2590  0.000
H  -0.5986  -4.9564  -2.0506  0.000
H  1.0688  -5.9099  -0.1974  0.000
H  -0.1154  -5.2973  0.9508  0.000

(2)
Molecular formula: C17H26AsN6OS6W
Method: DFT, ωB97M-V/def2-TZVPD

Lowest unoccupied orbital energy (spin up / spin down) ... 2.396 / 1.439 eV
Relative energy (zero: lowest compared OMol25 entry of this formula, charge and spin) ... 1.4747 eV
Charge ... -1
Gap between HOMO and LUMO (spin up / spin down) ... 0.229 / 0.204 Ha
Multiplicity ... 3
Highest occupied orbital energy (spin up / spin down) ... -3.84 / -4.11 eV

Last column: Löwdin spin population.
Element x y z (Å)
W  0.1628  -0.0155  1.4571  0.784
C  -0.7676  -1.7432  -1.4071  0.001
C  0.3565  -2.2357  -2.3195  0.001
N  1.6384  -1.6706  -2.0601  0.004
C  2.8084  -2.4667  -1.8464  0.001
C  2.6667  -3.5035  -0.7203  0.000
N  2.1920  -2.9083  0.5076  0.002
C  1.0608  -3.5256  1.1557  0.000
C  -0.2560  -3.2588  0.4474  0.000
N  -0.5818  -1.8397  0.0748  0.012
H  -0.9790  -0.7080  -1.6427  0.000
H  -1.6650  -2.3235  -1.6561  0.000
H  0.4437  -3.3235  -2.2748  0.000
H  -0.0057  -2.0220  -3.3409  0.000
H  1.6895  -0.6986  -1.8181  0.005
H  3.1340  -2.9944  -2.7593  0.000
H  3.6126  -1.7804  -1.5745  0.000
H  1.9666  -4.2866  -1.0294  0.000
H  3.6362  -4.0059  -0.5934  0.000
H  2.9192  -2.6557  1.1576  0.001
H  1.1486  -4.6244  1.2232  0.000
H  1.0052  -3.1604  2.1786  0.000
H  -0.2942  -3.8509  -0.4678  0.000
H  -1.0638  -3.6223  1.0855  0.000
H  -1.5472  -1.7329  0.4164  0.005
S  2.3020  0.3759  0.3283  0.181
C  2.5232  2.1119  0.2532  0.011
C  3.5717  2.6373  -0.5061  0.015
C  3.7795  4.0035  -0.5845  -0.003
C  2.9424  4.8695  0.1132  0.016
C  1.9113  4.3571  0.8823  -0.003
C  1.6889  2.9798  0.9633  0.011
S  0.3947  2.3650  1.9725  0.004
H  4.2199  1.9533  -1.0415  0.001
H  4.5916  4.3932  -1.1860  -0.001
H  3.0982  5.9404  0.0619  0.001
H  1.2634  5.0225  1.4424  -0.001
S  -3.0378  -2.5434  2.2260  0.019
As  -1.4069  -1.4214  3.0616  0.030
S  -1.7446  0.7060  2.9550  0.091
S  1.5903  -0.7946  2.9982  0.668
S  -0.5326  -2.2447  4.7916  0.117
C  -1.4173  3.5668  -0.9060  0.000
N  -2.4277  2.5671  -0.5685  0.000
C  -3.7249  2.8943  -0.3566  0.001
C  -4.6307  1.9768  0.0413  0.000
C  -4.1553  0.6360  0.2084  0.002
N  -2.9061  0.3117  -0.0762  0.004
C  -2.0144  1.2620  -0.3481  0.003
O  -0.7879  1.0236  -0.4202  0.012
N  -4.9500  -0.3477  0.6472  0.001
H  -1.9227  4.5080  -1.1131  0.000
H  -0.8602  3.2441  -1.7829  0.000
H  -0.7205  3.6808  -0.0784  0.000
H  -3.9776  3.9351  -0.5074  0.000
H  -5.6550  2.2520  0.2401  0.000
H  -5.8317  -0.1001  1.0606  0.000
H  -4.4545  -1.1654  1.0350  0.000

(3)
Molecular formula: C4H9NO3
Method: DFT, ωB97M-V/def2-TZVPD

Lowest unoccupied orbital energy ... 0.477 eV
Relative energy (zero: lowest compared OMol25 entry of this formula, charge and spin) ... 3.1123 eV
Gap between HOMO and LUMO ... 0.364 Ha
Multiplicity ... 1
Highest occupied orbital energy ... -9.42 eV

Last column: Mulliken charge in e.
Element x y z (Å)
C  0.2117  0.1642  1.0337  -0.117
C  0.5124  0.0463  -0.4547  0.193
C  -2.0567  0.2211  -0.9577  -1.350
C  -0.7487  -0.5012  -1.1818  0.704
N  1.7070  -0.7327  -0.6727  -0.738
O  1.5671  1.0461  1.7315  -0.597
O  0.4327  -0.8595  1.8031  -0.750
O  -0.6550  -1.4448  -1.9279  -0.560
H  1.4997  -0.0483  2.1244  0.436
H  1.2670  1.6696  2.4091  0.357
H  -0.6227  0.8428  1.2643  0.453
H  0.6472  1.0661  -0.8404  0.322
H  1.7040  -1.1031  -1.6169  0.299
H  1.6891  -1.5343  -0.0486  0.279
H  -2.7519  -0.0216  -1.7589  0.365
H  -2.4851  -0.1126  -0.0084  0.342
H  -1.9179  1.3020  -0.8981  0.366

(4)
Molecular formula: C51H66AsBrHfN5O3SSbSi3
Method: DFT, ωB97M-V/def2-TZVPD

Lowest unoccupied orbital energy (spin up / spin down) ... -2.090 / -3.594 eV
Relative energy (zero: lowest compared OMol25 entry of this formula, charge and spin) ... 0.0000 eV
Charge ... +1
Gap between HOMO and LUMO (spin up / spin down) ... 0.295 / 0.240 Ha
Multiplicity ... 2
Highest occupied orbital energy (spin up / spin down) ... -10.13 / -10.13 eV

Last column: Löwdin spin population.
Element x y z (Å)
Hf  0.7633  0.3153  0.3866  0.006
O  -2.4806  3.0248  4.1087  0.004
C  -2.6539  1.6984  4.3872  0.000
C  -3.5835  1.3631  5.3600  0.000
C  -3.8002  0.0300  5.6717  0.000
C  -3.0903  -0.9743  5.0245  0.000
C  -2.1734  -0.6264  4.0448  0.000
C  -1.9544  0.7005  3.7068  0.000
C  -1.0640  1.0633  2.5527  0.006
O  -0.6110  -0.0160  1.7931  0.003
N  0.0587  1.9047  2.9610  0.133
N  0.8768  2.1297  1.8816  0.424
C  1.8571  3.0181  2.1484  0.017
C  2.8440  3.2917  1.2828  0.273
Br  2.7522  -0.2120  1.9511  0.016
C  3.8105  3.5308  0.4542  0.042
C  4.9753  2.6127  0.3066  0.018
C  5.5805  2.0262  1.4104  0.001
C  6.6144  1.1182  1.2347  0.001
C  7.0451  0.7921  -0.0447  -0.002
C  6.4473  1.3857  -1.1501  0.002
C  5.4195  2.2996  -0.9748  -0.001
H  -1.6531  3.1502  3.6217  0.001
H  -4.1220  2.1563  5.8616  0.000
H  -4.5281  -0.2245  6.4313  0.000
H  -3.2525  -2.0132  5.2803  0.000
H  -1.6162  -1.3816  3.5122  0.000
H  -1.6655  1.7248  1.9207  0.000
H  0.5864  1.5184  3.7455  0.019
H  1.8439  3.4946  3.1243  -0.001
H  3.7539  4.4011  -0.1978  0.015
H  5.2325  2.2731  2.4058  0.001
H  7.0822  0.6636  2.0982  0.000
H  7.8511  0.0823  -0.1803  0.000
H  6.7826  1.1373  -2.1495  0.000
H  4.9586  2.7699  -1.8370  0.000
O  1.4956  1.8202  -0.9135  -0.001
N  2.1828  1.7583  -2.0551  0.000
C  2.2882  2.9088  -2.7656  0.000
C  3.0026  2.9438  -3.9238  0.000
C  3.6315  1.7631  -4.3529  0.000
C  3.5243  0.6213  -3.6095  0.000
C  2.7842  0.5891  -2.4018  0.000
S  2.6439  -0.7445  -1.3775  0.000
H  1.7742  3.7538  -2.3384  0.000
H  3.0754  3.8682  -4.4771  0.000
H  4.2063  1.7571  -5.2701  0.000
H  4.0144  -0.2951  -3.9084  0.000
C  -2.4782  -3.0508  -1.2646  0.000
Si  -1.8511  -3.7231  0.3570  0.000
C  -3.0570  -3.2902  1.6918  0.000
C  -1.8011  -5.5724  0.2006  0.000
Sb  0.4681  -2.7026  0.6937  0.000
Si  1.1229  -3.5652  2.9718  0.000
C  2.9447  -3.8751  2.9628  0.000
C  0.6615  -2.3245  4.2631  0.001
C  0.2542  -5.1641  3.3116  0.000
Si  1.8553  -4.2742  -0.7551  0.000
C  1.3454  -3.9530  -2.5147  0.000
C  1.6284  -6.0877  -0.4101  0.000
C  3.6442  -3.8458  -0.4671  0.000
H  -3.4079  -3.5557  -1.5491  0.000
H  -1.7373  -3.2248  -2.0503  0.000
H  -2.6700  -1.9766  -1.2023  0.000
H  -3.9895  -3.8175  1.4618  0.000
H  -3.2655  -2.2220  1.7440  0.000
H  -2.7246  -3.6133  2.6822  0.000
H  -2.8229  -5.9172  0.0051  0.000
H  -1.4468  -6.0653  1.1074  0.000
H  -1.1727  -5.8950  -0.6295  0.000
H  3.5083  -2.9890  2.6690  0.000
H  3.1983  -4.6874  2.2767  0.000
H  3.2609  -4.1724  3.9683  0.000
H  0.7041  -1.3062  3.8751  0.001
H  1.3675  -2.3985  5.0969  0.000
H  -0.3430  -2.5092  4.6504  0.000
H  0.3883  -5.8911  2.5101  0.000
H  -0.8182  -5.0215  3.4709  0.000
H  0.6753  -5.5949  4.2271  0.000
H  0.3027  -4.2460  -2.6716  0.000
H  1.9675  -4.5443  -3.1956  0.000
H  1.4597  -2.8971  -2.7685  0.000
H  0.8015  -6.5060  -0.9843  0.000
H  1.4655  -6.3218  0.6430  0.000
H  2.5462  -6.5981  -0.7216  0.000
H  3.7864  -2.8945  0.0443  0.000
H  4.1602  -3.7840  -1.4297  0.000
H  4.1247  -4.6238  0.1304  0.000
C  0.0225  -0.7423  -5.0035  0.000
N  -0.9082  -1.1165  -3.9364  0.000
C  -2.2540  -1.5596  -4.3014  0.000
C  -0.6168  -0.7647  -2.7068  0.000
N  -0.3392  -0.5132  -1.6148  0.001
H  0.0744  -1.5569  -5.7240  0.000
H  1.0109  -0.5848  -4.5762  0.000
H  -0.3135  0.1715  -5.4980  0.000
H  -2.1917  -2.5258  -4.8009  0.000
H  -2.7092  -0.8332  -4.9753  0.000
H  -2.8627  -1.6602  -3.4072  0.000
C  -1.8909  3.1811  -5.1350  0.000
C  -1.1681  4.0251  -4.3070  0.000
C  -1.0163  3.7220  -2.9570  0.000
C  -1.5722  2.5654  -2.4237  0.002
C  -2.3066  1.7251  -3.2594  0.000
C  -2.4690  2.0339  -4.6032  0.000
As  -1.4139  2.1090  -0.5284  0.007
C  -1.3277  3.8819  0.2837  0.001
C  -2.3490  4.3673  1.0964  0.001
C  -2.2237  5.6062  1.7171  0.000
C  -1.0845  6.3729  1.5245  0.001
C  -0.0534  5.8864  0.7298  0.000
C  -0.1686  4.6432  0.1266  0.002
C  -3.2505  1.5932  -0.2085  0.001
C  -4.3090  2.3732  -0.6764  0.000
C  -5.6168  1.9804  -0.4403  0.000
C  -5.8772  0.8045  0.2577  0.000
C  -4.8286  0.0204  0.7110  0.000
C  -3.5127  0.4112  0.4762  0.000
H  -2.0269  3.4266  -6.1804  0.000
H  -0.7385  4.9372  -4.7025  0.000
H  -0.4892  4.4207  -2.3219  0.000
H  -2.8011  0.8513  -2.8504  0.000
H  -3.0725  1.3943  -5.2355  0.000
H  -3.2408  3.7818  1.2735  0.000
H  -3.0198  5.9636  2.3576  0.000
H  -0.9942  7.3399  2.0020  0.000
H  0.8498  6.4687  0.5966  0.000
H  0.6681  4.2418  -0.4343  0.001
H  -4.1153  3.2860  -1.2274  0.000
H  -6.4355  2.5919  -0.7979  0.000
H  -6.8999  0.5042  0.4464  0.000
H  -5.0286  -0.8956  1.2529  0.000
H  -2.6958  -0.1997  0.8401  0.000